Record 1
A cluster of 2 separate species, C9H12NO in total at a distorted geometry. Source: the Open Molecules 2025 dataset; level of theory: ωB97M-V/def2-TZVPD.

Values from the calculation:
* energy above the lowest of the compared OMol25 structures with the same formula, charge and spin: 525.0 kJ/mol
* charge: +1
* frontier orbital gap (alpha / beta): 0.3081 / 0.3083 hartree
* HOMO (alpha / beta): -13.00 / -13.00 eV
* maximum force: 0.086 Eh/bohr
* electronic energy: -479.65516 Eh

Each line ends with the Löwdin charge.
Atoms and positions in Å:
C 2.722 -1.743 0.051  -0.055
C 3.559 -0.721 -0.018  -0.088
C 1.292 -1.544 0.039  -0.119
C 3.096 0.607 0.037  -0.024
C 0.811 -0.318 -0.035  0.026
C 1.770 0.785 -0.003  -0.260
C -1.551 -0.961 -0.315  0.157
C -4.015 -0.242 0.029  -0.297
C -2.465 -0.139 0.097  -0.170
N 1.129 2.102 0.129  0.219
O -4.744 0.937 0.106  -0.058
H 3.201 -2.764 -0.039  0.144
H 4.622 -0.759 -0.179  0.119
H 0.794 -2.478 -0.056  0.090
H 3.790 1.424 -0.141  0.133
H -1.422 -1.951 -0.837  0.107
H -4.309 -0.807 -0.983  0.158
H -4.359 -0.902 0.931  0.156
H -2.320 0.802 0.729  0.128
H 1.029 2.636 -0.690  0.143
H 1.343 2.688 0.991  0.211
H 0.123 1.706 0.289  0.178
H -4.097 1.641 -0.132  0.101

---

Record 2
The molecule C3H6N2OS at a distorted geometry. Source: the Open Molecules 2025 dataset; level of theory: ωB97M-V/def2-TZVPD.

Values from the calculation:
* energy above the lowest of the compared OMol25 structures with the same formula, charge and spin: 198.1 kJ/mol
* SMILES: CN1SCNC1=O
* charge: 0
* frontier orbital gap: 0.3204 hartree
* HOMO: -8.06 eV
* maximum force: 0.066 Eh/bohr
* electronic energy: -700.81374 Eh

Each line ends with the Löwdin charge.
Atoms and positions in Å:
C -0.621 1.940 0.549  -0.157
N -0.157 0.576 0.611  -0.452
S 1.447 0.197 0.201  0.906
C 1.150 -1.550 0.601  -0.438
N -0.265 -1.683 0.245  0.000
C -1.050 -0.599 0.342  -0.542
O -2.247 -0.430 0.213  0.059
H -0.473 2.682 -0.357  0.106
H -1.764 1.991 0.774  0.120
H 0.063 2.383 1.265  0.054
H 1.215 -1.825 1.652  0.074
H 1.809 -2.325 0.022  0.124
H -0.519 -2.625 -0.004  0.147